No. 1
Below is a cluster of 2 separate species, C32H40NOSi in total at a distorted geometry, with properties calculated with ωB97M-V/def2-TZVPD.

Summary:
gap between HOMO and LUMO = 6.4 eV
molecular weight = 482.76 g mol⁻¹
highest occupied orbital energy = -11.30 eV
energy above the lowest of the compared OMol25 structures with the same formula, charge and spin = 112.6 kJ/mol
F_max = 2.59 eV/Å

```
! wB97M-V def2-TZVPD RIJCOSX def2/J DEFGRID3
* xyz 1 1
C -5.228 5.902 4.714
C -5.765 5.557 3.457
C -5.485 4.324 2.878
C -4.663 3.417 3.561
O -4.427 2.132 3.030
C -3.500 2.072 1.985
C -2.151 2.381 2.187
C -1.268 2.342 1.139
C -1.700 2.159 -0.189
C -0.690 2.080 -1.215
C -1.058 2.612 -2.544
C -0.342 2.411 -3.750
C -0.877 2.837 -4.977
C -2.105 3.520 -5.049
C -2.755 3.823 -3.854
C -2.250 3.373 -2.643
C -3.070 1.705 -0.375
C -3.967 1.758 0.697
C -4.121 3.745 4.809
C -4.394 4.980 5.372
H -5.460 6.869 5.159
H -6.423 6.256 2.930
H -5.918 4.022 1.916
H -1.788 2.562 3.204
H -0.186 2.421 1.304
H 0.347 2.314 -0.900
H 0.657 1.927 -3.789
H -0.379 2.611 -5.935
H -2.556 3.822 -6.001
H -3.690 4.369 -3.828
H -2.790 3.633 -1.747
H -3.437 1.311 -1.329
H -5.032 1.501 0.565
H -3.508 3.006 5.326
H -3.972 5.246 6.345
C 5.153 -4.319 -1.254
C 3.670 -3.996 -1.539
C 3.499 -3.648 -3.013
Si 2.747 -2.905 -0.277
C 1.545 -4.093 0.655
C 1.828 -5.601 0.508
C 0.085 -3.758 0.369
C 4.054 -2.336 0.982
C 3.845 -2.800 2.425
C 4.354 -0.845 0.868
N 1.806 -1.483 -0.892
C 0.879 -0.735 -0.149
C -0.019 -0.039 -1.013
C 0.484 -0.318 -2.356
C 1.581 -1.152 -2.238
H 5.504 -5.070 -1.978
H 5.797 -3.436 -1.362
H 5.311 -4.748 -0.256
H 3.123 -4.938 -1.379
H 3.943 -4.454 -3.615
H 2.442 -3.572 -3.288
H 4.011 -2.714 -3.270
H 1.756 -3.828 1.701
H 1.243 -6.172 1.245
H 1.530 -5.977 -0.479
H 2.882 -5.861 0.678
H -0.560 -4.512 0.834
H -0.193 -2.786 0.788
H -0.137 -3.753 -0.704
H 4.936 -2.873 0.607
H 4.713 -2.520 3.035
H 2.961 -2.345 2.884
H 3.747 -3.888 2.500
H 5.195 -0.596 1.529
H 4.651 -0.571 -0.150
H 3.501 -0.227 1.164
H 0.922 -0.793 0.971
H -1.091 0.089 -0.702
H 0.062 0.133 -3.269
H 2.192 -1.559 -3.013
*
```

Löwdin atomic charge list, values in e, 8 entries: -0.07, -0.07, -0.01, -0.25, 0.00, -0.21, 0.02, -0.01

=====

No. 2
Below is a structure of composition C32H41Cl2N2OOsP3 at a distorted geometry, with properties calculated with ωB97M-V/def2-TZVPD.

Summary:
⟨S²⟩ = 6.031
gap between HOMO and LUMO (spin up / spin down) = 4.7 / 6.6 eV
molecular weight = 823.75 g mol⁻¹
highest occupied orbital energy (spin up / spin down) = -9.51 / -13.79 eV
F_max = 5.77 eV/Å

```
! wB97M-V def2-TZVPD RIJCOSX def2/J DEFGRID3
* xyz 2 5
P 1.324 1.223 -1.692
C 3.059 1.395 -1.896
C 3.645 0.826 -3.030
H 3.054 0.161 -3.667
C 4.959 1.130 -3.334
H 5.417 0.703 -4.242
C 5.705 1.980 -2.510
H 6.734 2.226 -2.766
C 5.124 2.516 -1.358
H 5.708 3.178 -0.701
C 3.809 2.231 -1.022
H 3.336 2.622 -0.134
C 0.696 -0.207 -2.506
C 1.273 -1.492 -2.275
H 2.116 -1.580 -1.611
C 0.738 -2.590 -2.921
H 1.172 -3.585 -2.726
C -0.317 -2.459 -3.829
H -0.701 -3.328 -4.352
C -0.853 -1.190 -4.066
H -1.669 -1.077 -4.801
C -0.382 -0.073 -3.414
H -0.798 0.912 -3.603
C 0.430 2.700 -1.970
C 0.723 3.345 -3.177
H 1.500 2.926 -3.829
C 0.045 4.488 -3.531
H 0.277 4.987 -4.489
C -0.941 5.029 -2.693
H -1.484 5.924 -2.988
C -1.205 4.409 -1.471
H -1.974 4.833 -0.796
C -0.519 3.275 -1.071
H -0.650 2.843 -0.091
Os 0.295 -0.301 2.663
C -1.553 -1.242 2.261
C -2.114 -1.265 1.077
H -1.988 -1.665 3.190
C -1.320 -0.496 0.008
O -2.234 0.548 -0.516
H -1.673 1.179 -1.047
C -0.155 0.043 0.594
H -1.096 -1.207 -0.844
C 0.945 0.440 1.046
Cl -0.143 -0.962 4.899
Cl 2.458 0.632 3.592
P 1.471 -2.301 2.636
C 2.339 -2.741 4.178
H 1.612 -3.097 4.915
H 2.831 -1.843 4.568
H 3.082 -3.517 3.965
C 0.471 -3.774 2.266
H -0.023 -3.653 1.295
H -0.296 -3.894 3.040
H 1.112 -4.666 2.240
C 2.769 -2.282 1.370
H 3.278 -1.312 1.402
H 2.321 -2.431 0.381
H 3.481 -3.088 1.589
P -3.669 -2.078 0.596
C -4.221 -3.111 1.932
C -3.259 -3.020 -0.873
H -4.378 -2.499 2.830
H -3.477 -3.892 2.137
H -5.169 -3.572 1.621
H -2.857 -2.368 -1.660
H -4.166 -3.516 -1.235
H -2.503 -3.781 -0.623
C -4.823 -0.770 0.212
H -4.992 -0.164 1.120
H -5.762 -1.210 -0.123
H -4.386 -0.122 -0.560
H 1.787 1.083 1.309
N -2.241 3.107 3.090
C -1.406 3.310 4.173
C -0.512 2.301 4.184
N -0.760 1.479 3.082
C -1.829 1.980 2.460
H -3.021 3.674 2.795
H -1.504 4.154 4.852
H 0.285 2.071 4.879
H -2.353 1.555 1.594
*
```

Löwdin atomic charge list, values in e, 8 entries: 1.19, -0.35, -0.08, 0.11, -0.05, 0.13, -0.03, 0.12